DFT (ωB97M-V with the def2-TZVPD basis set) results for a cluster of 5 separate species, C15H40O5 in total at a distorted geometry.

Properties
Orbital gap (alpha / beta) = 9.346 / 2.525 eV
Relative energy (zero: lowest compared OMol25 entry of this formula, charge and spin) = 1.246 eV
E_HOMO (alpha / beta) = -12.09 / -12.09 eV
F_max = 0.07973 Eh/bohr

The geometry in ORCA input format:
```
! RIJCOSX wB97M-V def2-TZVPD def2/J DEFGRID3
* xyz 1 2
C 0.300 5.121 -2.987
C 0.489 3.644 -2.680
C 1.847 3.376 -1.962
O -0.649 3.167 -1.923
H 0.628 5.769 -2.174
H -0.738 5.279 -3.281
H 1.000 5.331 -3.795
H 0.319 3.174 -3.649
H 1.969 4.083 -1.142
H 2.670 3.281 -2.670
H 1.947 2.371 -1.552
H -0.549 3.478 -1.020
C 4.279 -2.463 2.057
C 4.278 -0.952 2.069
C 4.615 -0.496 0.561
O 3.033 -0.574 2.478
H 4.458 -2.887 3.046
H 5.158 -2.817 1.518
H 3.341 -2.830 1.640
H 5.081 -0.582 2.706
H 3.889 -0.716 -0.222
H 5.544 -0.918 0.179
H 4.602 0.594 0.594
H 2.412 -0.622 1.747
C 0.723 -1.905 -1.755
C -0.194 -0.726 -1.608
C -0.150 -0.156 -0.130
O 0.376 0.217 -2.491
H 1.199 -2.009 -2.730
H 0.095 -2.795 -1.725
H 1.513 -2.096 -1.029
H -1.229 -0.737 -1.949
H -0.854 0.668 -0.018
H 0.821 0.247 0.161
H -0.477 -0.962 0.526
H -0.215 0.969 -2.410
C -3.639 1.336 -1.194
C -3.911 1.546 -2.717
C -5.431 1.757 -3.084
O -3.280 2.745 -3.089
H -3.642 2.255 -0.608
H -2.589 1.046 -1.147
H -4.363 0.729 -0.651
H -3.621 0.591 -3.154
H -5.872 2.589 -2.535
H -5.992 0.833 -2.945
H -5.478 1.861 -4.168
H -2.425 2.888 -2.678
C -1.178 -2.906 3.480
C -0.849 -3.415 4.831
C -1.234 -4.910 5.068
O 0.514 -3.279 5.096
H -2.182 -2.494 3.383
H -1.062 -3.688 2.729
H -0.560 -2.079 3.131
H -1.530 -2.812 5.432
H -1.041 -5.282 6.074
H -0.687 -5.467 4.307
H -2.300 -4.995 4.859
H 0.819 -2.375 5.207
*
```